(1)
Formula: C39H58N16O8PS
Source: the OMol25 dataset
Level of theory: ωB97M-V with the def2-TZVPD basis set

Calculated values
Orbital gap (eV): 6.72
HOMO energy (eV): -5.531
Total charge: -1
Strongest force on any atom (eV/Å): 4.37
Electronic energy (Eh): -3738.47039

```
123
Properties=species:S:1:pos:R:3:forces:R:3:lowdin_charge:R:1
C 0.973 2.715 -2.148 0.373 -0.726 0.559 -0.02
C -0.311 2.573 -1.245 1.435 2.048 -0.773 -0.38
C 0.071 3.405 0.077 -0.147 0.016 0.870 -0.17
N -0.396 4.796 -0.132 0.435 -0.042 0.504 0.01
O -1.286 3.386 -1.931 -1.593 -1.606 -0.156 -0.01
C -2.569 2.826 -1.816 0.739 -0.297 1.250 -0.37
O -3.474 3.221 -2.478 0.210 -0.012 0.085 0.14
C -2.520 1.633 -0.753 -0.357 0.003 -2.246 -0.16
C -3.605 0.534 -1.098 -0.357 -0.005 0.674 -0.13
C -4.997 0.732 -0.371 -0.416 0.357 -1.044 -0.30
C -5.714 2.101 -0.718 -0.003 -0.177 1.203 -0.51
S -7.079 2.302 0.556 0.088 0.561 0.035 0.62
C -2.794 2.130 0.730 0.010 3.778 2.200 -0.63
O -2.674 1.401 1.719 0.318 -1.420 -1.107 -0.01
O -3.121 3.388 0.886 0.700 -2.202 -2.003 -0.08
C -1.012 1.189 -1.085 -1.037 -1.184 2.114 -0.25
N -0.555 0.303 0.077 2.007 0.722 -0.685 0.18
C 0.660 0.106 0.035 -1.093 -0.027 -0.040 -0.33
O 1.796 -0.142 -0.045 0.165 -0.014 0.492 0.15
P -0.923 -0.045 -2.514 -0.451 0.363 -3.803 0.68
O -1.760 0.428 -3.678 1.031 -0.677 1.586 -0.30
O 0.665 -0.207 -3.112 -1.818 -0.051 1.184 -0.19
O -1.334 -1.592 -2.021 1.053 1.954 -0.426 -0.16
H 1.723 1.952 -1.784 -0.678 0.639 -0.748 0.08
H 0.736 2.600 -3.235 0.259 -0.114 0.950 0.09
H 1.472 3.710 -1.975 -0.909 -0.829 -0.206 0.09
H -0.326 2.962 1.028 0.097 0.153 -0.921 0.12
H 1.188 3.481 0.202 -0.999 -0.474 -0.303 0.12
H -1.369 4.898 0.172 0.252 -0.313 -0.097 0.07
H 0.173 5.438 0.419 -0.229 -0.347 -0.042 0.07
H -3.193 -0.447 -0.724 -0.449 0.928 -0.562 0.09
H -3.807 0.512 -2.201 0.492 -0.068 0.965 0.12
H -5.677 -0.071 -0.776 0.690 0.810 0.408 0.09
H -4.964 0.537 0.731 0.254 0.645 -1.168 0.07
H -5.061 2.996 -0.593 -0.494 -0.834 -0.365 0.05
H -6.254 2.083 -1.700 0.785 0.096 0.824 0.07
H -6.576 3.242 1.432 0.069 -0.703 -0.850 -0.14
H 0.666 -0.018 -4.081 -0.311 -0.037 0.771 0.05
H -1.296 -2.108 -2.851 -0.085 0.166 0.389 0.08
C 2.911 -2.984 0.302 -0.050 -0.052 -0.004 -0.08
C 3.366 -4.218 -0.332 -0.027 0.188 -0.089 -0.27
N 3.724 -5.192 -0.827 -0.007 0.047 0.116 0.13
H 2.191 -2.454 -0.321 0.102 -0.155 -0.098 0.07
H 2.428 -3.180 1.267 0.204 -0.136 -0.467 0.01
H 3.741 -2.300 0.490 0.030 -0.107 -0.085 0.08
C 3.246 -1.248 4.636 0.219 0.337 0.432 -0.07
C 2.384 -1.911 3.666 0.081 0.101 0.118 -0.22
N 1.715 -2.434 2.892 -0.158 0.095 0.601 0.14
H 4.111 -1.863 4.883 -0.108 -0.086 -0.217 0.03
H 3.622 -0.298 4.254 -0.103 -0.116 -0.189 0.08
H 2.719 -1.036 5.568 -0.212 -0.098 -0.169 0.09
C -2.665 -0.999 4.287 0.182 0.052 -0.365 -0.06
C -3.263 -0.973 5.618 0.066 -0.014 -0.093 -0.27
N -3.727 -0.953 6.670 0.032 -0.041 -0.112 0.11
H -1.738 -1.576 4.277 -0.063 -0.007 0.215 0.07
H -3.337 -1.448 3.554 -0.116 0.114 0.126 0.08
H -2.426 0.006 3.932 -0.185 0.017 0.025 0.07
C -0.690 7.401 -2.848 -0.059 -0.407 -0.315 -0.06
C -0.461 8.356 -1.769 0.007 -0.107 -0.067 -0.26
N -0.280 9.109 -0.920 0.039 -0.136 -0.148 0.13
H 0.066 7.491 -3.630 0.053 0.172 0.162 0.08
H -0.661 6.370 -2.483 0.006 0.109 0.260 0.07
H -1.663 7.552 -3.318 0.011 0.133 0.175 0.08
C 5.082 -5.477 2.460 -0.071 -0.236 -0.185 -0.06
C 5.272 -4.459 3.491 -0.029 -0.098 -0.003 -0.24
N 5.422 -3.663 4.305 0.063 -0.287 -0.094 0.16
H 5.834 -5.397 1.674 -0.016 0.097 0.100 0.07
H 5.151 -6.483 2.876 0.034 0.140 0.150 0.09
H 4.105 -5.387 1.985 0.049 0.125 0.108 0.06
C 8.104 -1.764 6.036 -0.001 -0.378 -0.199 -0.09
C 8.010 -0.548 6.839 0.018 -0.067 -0.064 -0.28
N 7.937 0.408 7.472 0.019 -0.122 -0.059 0.12
H 7.126 -2.226 5.889 -0.021 0.184 0.033 0.05
H 8.517 -1.561 5.047 -0.071 0.199 0.092 0.07
H 8.746 -2.509 6.510 -0.001 0.185 0.149 0.08
C -7.131 -0.713 6.795 0.088 0.009 0.403 -0.10
C -7.639 -0.870 5.435 0.037 0.030 0.075 -0.29
N -8.042 -0.993 4.367 -0.004 -0.044 0.151 0.13
H -6.384 -1.471 7.033 0.006 0.053 -0.208 0.06
H -6.660 0.261 6.938 -0.003 -0.055 -0.210 0.08
H -7.931 -0.800 7.532 -0.108 -0.012 -0.207 0.07
C -2.891 10.820 -0.142 0.003 -0.310 0.069 -0.09
C -3.036 12.262 0.039 -0.037 -0.090 -0.016 -0.29
N -3.149 13.396 0.181 0.016 -0.128 -0.023 0.11
H -3.129 10.519 -1.163 0.011 0.194 0.019 0.08
H -1.873 10.489 0.065 -0.023 0.191 -0.031 0.03
H -3.554 10.264 0.524 -0.045 0.209 0.024 0.08
C 6.995 -2.304 0.831 0.104 -0.174 -0.281 -0.06
C 6.552 -1.539 1.993 0.037 0.019 -0.094 -0.27
N 6.204 -0.936 2.905 0.050 -0.026 -0.112 0.16
H 8.081 -2.403 0.808 -0.059 0.103 0.153 0.08
H 6.575 -3.312 0.832 -0.074 0.101 0.127 0.06
H 6.691 -1.825 -0.101 -0.066 0.099 0.149 0.09
C -0.644 2.188 -7.110 -0.218 0.365 -0.102 -0.06
C 0.032 0.921 -6.858 -0.108 0.098 0.091 -0.26
N 0.557 -0.078 -6.646 0.045 0.040 0.000 0.14
H -1.723 2.097 -6.979 0.103 -0.198 0.111 0.09
H -0.297 2.967 -6.429 0.079 -0.201 0.073 0.08
H -0.465 2.540 -8.128 0.120 -0.185 0.028 0.08
C 4.041 -1.272 -7.511 -0.030 -0.355 -0.229 -0.08
C 4.005 -0.058 -6.703 -0.055 -0.033 -0.011 -0.30
N 3.972 0.897 -6.067 0.060 -0.100 -0.091 0.12
H 3.041 -1.686 -7.651 -0.036 0.208 0.149 0.07
H 4.458 -1.081 -8.501 0.003 0.169 0.111 0.08
H 4.653 -2.045 -7.044 -0.002 0.164 0.113 0.08
C -0.487 -5.138 1.727 0.312 0.258 0.241 -0.07
C -1.333 -5.788 0.734 0.018 0.036 0.135 -0.27
N -2.011 -6.300 -0.038 0.033 0.020 -0.016 0.13
H 0.374 -5.755 1.987 -0.111 -0.098 -0.140 0.08
H -0.106 -4.182 1.362 -0.125 -0.049 -0.074 0.06
H -1.032 -4.936 2.650 -0.127 -0.060 -0.147 0.08
C -4.827 -3.902 -0.837 0.058 -0.337 -0.221 -0.06
C -4.842 -2.691 -0.022 -0.046 -0.110 0.000 -0.22
N -4.853 -1.736 0.616 0.125 -1.039 0.316 0.17
H -5.831 -4.303 -0.990 -0.021 0.198 0.130 0.08
H -4.400 -3.713 -1.823 0.013 0.163 0.108 0.08
H -4.230 -4.685 -0.368 0.019 0.132 0.057 0.05
C 2.167 -7.296 -3.161 0.085 0.092 0.324 -0.09
C 1.743 -7.516 -4.541 0.005 -0.014 0.086 -0.29
N 1.410 -7.689 -5.627 0.060 0.016 0.120 0.12
H 2.931 -8.013 -2.858 -0.040 -0.009 -0.184 0.08
H 2.586 -6.298 -3.024 -0.035 -0.051 -0.135 0.05
H 1.333 -7.396 -2.465 -0.072 -0.014 -0.191 0.08
```
Forces are in eV/Å.



(2)
Formula: C30H55FGaINO5
Source: the OMol25 dataset
Level of theory: ωB97M-V with the def2-TZVPD basis set

Calculated values
Orbital gap (eV): 7.25
HOMO energy (eV): -4.936
Total charge: -1
Strongest force on any atom (eV/Å): 0.71
Electronic energy (Eh): -3929.32009

```
94
Properties=species:S:1:pos:R:3:forces:R:3:lowdin_charge:R:1
C 1.058 0.151 1.143 0.403 -0.488 0.288 -0.20
C 1.684 -0.372 -0.143 -0.015 0.679 -0.212 -0.82
I 1.577 -2.536 -0.115 0.004 -0.106 -0.025 0.79
C 1.130 0.206 -1.455 -0.389 -0.239 0.466 -0.33
Ga -0.685 1.155 -1.399 0.217 0.169 -0.456 0.42
C -0.464 3.074 -0.708 -0.480 -0.138 0.160 -0.24
C -1.733 3.624 -0.070 0.280 -0.283 -0.062 -0.29
F -1.557 3.761 1.331 -0.065 0.157 0.121 -0.12
C -2.155 0.143 -0.414 0.034 0.053 0.055 -0.22
C -2.550 0.399 0.908 -0.183 -0.384 -0.372 -0.12
C -3.594 -0.323 1.481 0.258 0.233 0.010 -0.19
N -4.283 -1.280 0.859 0.085 0.078 -0.030 0.02
C -3.911 -1.525 -0.398 0.230 0.092 -0.262 -0.18
C -2.885 -0.860 -1.065 -0.169 0.113 0.521 -0.12
H 0.850 1.214 1.068 -0.110 0.134 -0.130 0.06
H 1.757 0.007 1.970 0.013 -0.006 0.091 0.07
H 0.160 -0.397 1.406 -0.316 0.179 -0.112 0.04
H 2.751 -0.175 -0.090 0.184 -0.258 0.001 0.05
H 1.846 0.959 -1.784 0.034 0.121 -0.145 0.02
H 1.087 -0.564 -2.221 0.073 -0.017 -0.149 0.00
H -1.189 1.290 -2.943 -0.033 -0.054 0.021 -0.03
H 0.341 3.176 0.020 0.101 0.021 0.077 0.04
H -0.207 3.727 -1.543 0.171 -0.060 -0.157 0.03
H -2.588 2.955 -0.176 -0.131 -0.014 -0.027 0.08
H -2.021 4.596 -0.459 -0.038 0.215 0.096 0.09
H -2.045 1.160 1.488 -0.015 0.070 0.134 0.08
H -3.882 -0.106 2.504 -0.105 -0.044 0.110 0.09
H -4.464 -2.295 -0.923 -0.116 -0.109 0.019 0.09
H -2.683 -1.116 -2.096 0.030 0.006 -0.111 0.08
C 4.821 -7.155 1.803 -0.002 -0.079 0.093 -0.17
C 3.554 -6.371 1.475 0.037 -0.002 -0.106 -0.16
C 3.807 -5.051 2.187 -0.083 0.073 0.100 -0.21
O 5.231 -4.856 2.173 0.002 -0.069 0.013 -0.14
C 5.878 -6.058 1.763 -0.046 0.081 -0.084 -0.22
H 5.030 -7.967 1.106 0.005 0.031 -0.033 0.11
H 4.749 -7.571 2.810 -0.007 0.028 0.005 0.10
H 3.480 -6.207 0.396 -0.020 0.004 0.012 0.11
H 2.639 -6.859 1.808 0.004 0.002 0.035 0.11
H 3.478 -5.097 3.228 -0.028 -0.043 -0.016 0.10
H 3.315 -4.211 1.697 0.160 0.010 0.020 0.03
H 6.264 -5.918 0.746 0.027 -0.054 0.002 0.11
H 6.721 -6.255 2.428 0.007 0.034 0.012 0.11
C -6.011 6.271 0.647 0.033 0.064 -0.004 -0.17
C -6.539 6.363 -0.783 -0.059 -0.041 0.004 -0.18
C -5.270 6.124 -1.592 0.049 0.010 0.067 -0.21
O -4.452 5.261 -0.808 -0.063 0.080 -0.091 -0.15
C -4.970 5.166 0.520 -0.009 -0.091 0.005 -0.20
H -6.779 6.043 1.385 -0.011 -0.014 -0.007 0.11
H -5.532 7.212 0.931 0.001 -0.008 0.002 0.11
H -7.260 5.564 -0.967 0.008 0.000 -0.005 0.11
H -7.016 7.314 -1.017 0.011 0.012 0.007 0.11
H -4.729 7.061 -1.767 -0.042 0.020 -0.028 0.12
H -5.463 5.652 -2.557 0.030 -0.020 -0.003 0.11
H -5.422 4.177 0.650 -0.007 0.008 0.038 0.12
H -4.148 5.263 1.229 0.039 -0.033 -0.035 0.12
C 2.750 -7.237 7.196 0.042 -0.066 0.022 -0.17
C 3.875 -6.222 7.384 -0.048 0.066 0.006 -0.17
C 4.660 -6.389 6.090 0.041 -0.024 -0.032 -0.20
O 3.710 -6.761 5.091 -0.015 -0.097 0.071 -0.17
C 2.466 -7.105 5.706 -0.022 0.091 -0.028 -0.20
H 1.872 -7.039 7.809 -0.004 0.020 -0.002 0.11
H 3.109 -8.243 7.426 -0.006 0.004 -0.006 0.11
H 3.462 -5.213 7.446 0.009 -0.001 -0.005 0.12
H 4.482 -6.397 8.271 0.002 -0.020 0.001 0.11
H 5.407 -7.186 6.178 0.014 0.020 0.036 0.12
H 5.164 -5.475 5.775 -0.008 -0.008 -0.055 0.12
H 1.744 -6.306 5.508 -0.030 -0.023 0.019 0.12
H 2.092 -8.027 5.259 0.023 0.003 -0.036 0.12
C -4.345 2.401 -4.667 0.086 0.036 -0.054 -0.17
C -4.630 1.539 -5.895 -0.083 0.017 -0.004 -0.18
C -3.935 0.237 -5.516 0.125 0.015 0.061 -0.21
O -4.017 0.134 -4.100 -0.131 -0.013 -0.082 -0.16
C -4.437 1.381 -3.542 -0.026 -0.030 0.101 -0.21
H -5.040 3.232 -4.541 -0.022 -0.013 0.002 0.10
H -3.331 2.805 -4.718 0.007 -0.018 0.033 0.11
H -5.706 1.377 -6.001 0.007 -0.007 -0.004 0.11
H -4.255 1.962 -6.827 0.021 0.000 0.003 0.10
H -2.879 0.252 -5.806 -0.010 0.019 -0.042 0.12
H -4.406 -0.641 -5.966 0.007 -0.024 0.025 0.11
H -5.467 1.267 -3.184 0.007 0.072 0.014 0.12
H -3.794 1.635 -2.698 0.041 -0.123 0.000 0.09
C 4.562 5.016 -2.780 0.050 -0.002 0.044 -0.18
C 4.904 3.823 -3.669 -0.026 0.023 -0.063 -0.18
C 4.312 2.667 -2.871 0.000 0.002 0.060 -0.21
O 3.186 3.197 -2.178 0.052 0.004 0.030 -0.15
C 3.187 4.619 -2.254 -0.057 -0.024 -0.063 -0.21
H 4.553 5.969 -3.307 -0.008 -0.003 -0.015 0.11
H 5.277 5.087 -1.956 -0.008 0.000 -0.001 0.11
H 4.395 3.915 -4.632 -0.001 -0.009 0.005 0.11
H 5.970 3.703 -3.858 0.007 0.003 0.017 0.11
H 5.030 2.283 -2.137 0.033 -0.011 -0.038 0.12
H 3.985 1.837 -3.499 -0.036 -0.015 0.028 0.12
H 2.393 4.936 -2.938 0.007 0.045 0.011 0.12
H 2.972 5.028 -1.266 -0.030 -0.033 0.014 0.12
```
Forces are in eV/Å.



(3)
Formula: C3H9NS2
Source: the OMol25 dataset
Level of theory: ωB97M-V with the def2-TZVPD basis set

Calculated values
Orbital gap (eV): 9.02
SMILES: C=NC.CSS
HOMO energy (eV): -8.408
Strongest force on any atom (eV/Å): 1.75
ΔE to the lowest compared entry with this formula, charge and spin (kcal per mole): 40.3
Electronic energy (Eh): -970.76756

```
15
Properties=species:S:1:pos:R:3:forces:R:3:nbo_charge:R:1
C 0.095 0.483 4.218 0.154 0.280 -1.486 -0.09
N -0.181 -0.138 3.159 -0.697 -1.033 0.242 -0.38
C 0.273 -1.518 3.056 0.066 0.398 -0.159 -0.45
H -0.467 1.411 4.267 0.674 0.403 0.863 0.19
H 0.944 0.141 4.815 -0.487 0.210 0.868 0.15
H 0.913 -1.614 2.182 0.065 -0.233 -0.041 0.20
H 0.757 -1.912 3.960 0.214 0.202 -0.092 0.17
H -0.632 -2.101 2.905 0.012 -0.230 -0.202 0.21
C 1.067 -1.037 -1.630 -0.686 0.706 -1.442 -0.71
S -0.223 -0.223 -2.707 0.370 -0.358 0.699 0.04
S -0.425 1.492 -1.542 -0.282 -0.141 -0.486 -0.14
H 1.192 -2.050 -1.989 -0.088 -0.270 0.090 0.22
H 1.921 -0.457 -1.951 0.596 -0.138 0.777 0.22
H 0.788 -0.966 -0.587 0.118 0.003 0.032 0.23
H -1.759 1.386 -1.578 -0.031 0.202 0.336 0.14
```
Forces are in eV/Å.



Q: Which of these has the highest electronic energy?
A: C3H9NS2